Record 1
A structure of composition C39H42BrCuGeN7 at a distorted geometry, computed with ωB97M-V with the def2-TZVPD basis set.

Results
HOMO in eV: -15.225
Kohn-Sham gap in hartree: 0.230
Calculated total energy in hartree: -8185.15335

ORCA input file:
```
! RIJCOSX wB97M-V def2-TZVPD def2/J DEFGRID3
* xyz 3 1
Br 10.288 6.002 12.546
Ge 14.395 13.655 12.887
Cu 10.519 13.429 12.888
N 9.122 11.975 12.270
N 10.712 13.114 9.582
N 10.862 10.985 17.587
N 10.464 13.053 7.089
N 10.985 13.359 14.833
N 9.015 14.663 12.338
N 10.763 13.268 17.591
C 8.617 8.281 12.435
C 10.667 10.144 12.271
C 11.972 12.696 8.968
C 11.917 12.900 7.417
C 15.172 12.756 16.868
C 13.499 17.306 15.605
C 8.969 15.958 12.502
C 13.562 15.917 11.309
C 7.974 12.494 12.089
C 10.357 14.425 9.080
C 14.873 13.900 17.559
C 13.688 16.994 10.434
C 14.428 15.061 16.925
C 7.874 13.948 12.174
C 15.824 16.120 9.771
C 9.933 7.852 12.448
C 14.245 15.019 15.524
C 14.562 13.830 14.785
C 9.612 11.952 7.686
C 14.554 14.947 11.464
C 9.949 14.353 7.600
C 14.440 11.835 12.172
C 14.834 17.086 9.674
C 9.609 12.174 9.200
C 10.708 14.406 16.920
C 14.097 16.226 17.659
C 10.952 8.792 12.337
C 10.818 14.455 15.539
C 8.328 9.637 12.364
C 7.743 16.648 12.524
C 11.026 12.184 15.475
C 6.583 15.922 12.381
C 9.351 10.577 12.295
C 13.616 17.328 17.001
C 10.911 12.138 16.895
C 15.674 15.053 10.637
C 6.638 14.543 12.202
C 13.795 16.196 14.890
C 15.014 12.727 15.487
H 10.794 11.050 18.569
H 13.442 18.268 17.535
H 8.688 12.625 9.507
H 10.065 10.999 7.415
H 10.314 12.992 6.076
H 7.711 17.738 12.609
H 9.562 14.853 9.693
H 5.761 13.947 12.066
H 8.881 14.369 7.384
H 8.628 11.969 7.177
H 13.248 18.191 15.005
H 9.752 11.207 9.704
H 5.634 16.412 12.393
H 7.280 9.949 12.376
H 12.296 12.079 6.838
H 7.812 7.548 12.496
H 11.991 8.478 12.344
H 14.214 16.215 18.735
H 15.015 13.827 18.627
H 15.381 11.734 11.616
H 12.835 13.210 9.386
H 14.385 11.058 12.938
H 7.081 11.901 11.882
H 11.161 11.256 14.931
H 13.748 16.169 13.802
H 11.481 10.869 12.181
H 10.877 10.062 17.204
H 16.708 16.166 9.133
H 12.669 15.849 11.936
H 10.763 15.408 15.009
H 12.135 11.652 9.196
H 10.521 15.333 17.469
H 13.651 11.693 11.438
H 16.494 14.377 10.706
H 14.975 17.908 8.956
H 9.918 16.505 12.622
H 12.407 13.812 7.086
H 15.602 11.925 17.421
H 15.300 11.793 14.977
H 12.872 17.693 10.320
H 11.236 15.042 9.214
H 10.415 15.101 6.977
*
```

Results of the Löwdin charge analysis, in e, for atoms 1 through 4:
1. Br 0.828
2. Ge 1.282
3. Cu 0.371
4. N 0.057

***

Record 2
A cluster of 9 separate species, C25H54O25 in total at a distorted geometry, computed with ωB97M-V with the def2-TZVPD basis set.

Results
HOMO in eV: -10.008
Kohn-Sham gap in hartree: 0.384
SMILES: COC(=O)OC.COC(=O)OC.COC(=O)OC.COC(=O)OC.COC(=O)OC.COC(=O)OC.COC(=O)OC.OCCO.OCCO
Calculated total energy in hartree: -2865.91036

ORCA input file:
```
! RIJCOSX wB97M-V def2-TZVPD def2/J DEFGRID3
* xyz 0 1
O -4.381 1.521 1.628
O -3.457 -0.295 4.152
O -4.658 -1.609 2.908
O -2.518 0.744 -3.119
O -2.079 0.006 -5.172
O 1.893 0.483 -5.925
O -2.626 -1.141 2.207
O 2.110 -0.220 -3.760
O -4.201 2.346 3.676
O 1.290 -2.876 4.754
O -2.865 3.106 1.936
O 5.473 2.958 -0.038
O 2.753 4.680 2.037
O 1.724 0.167 -0.921
O -0.662 -4.033 -4.222
O -1.881 -3.277 -2.493
O 1.728 2.145 0.937
O 2.691 -1.300 3.873
O -0.105 -4.612 -2.239
O 4.925 0.949 0.607
O 5.267 2.530 2.193
O -3.762 -0.817 -3.997
O -0.572 -2.106 0.607
O 2.585 -3.295 2.943
O 1.983 -1.654 -5.448
C 5.271 2.149 1.064
C 1.738 1.821 -5.394
C 0.060 -0.818 0.531
C 1.847 -4.482 2.689
C 2.008 -0.482 -4.931
C -1.331 -3.044 -5.079
C -2.334 4.239 2.718
C -5.733 -1.540 3.962
C 2.215 -0.422 4.883
C 2.330 -2.828 -4.672
C 0.874 -0.985 -0.782
C -3.884 2.359 2.481
C 5.762 4.303 0.298
C 1.645 3.392 0.195
C -3.504 -1.049 3.043
C -4.315 -1.018 -2.680
C -2.733 -0.042 -4.117
C -2.281 0.420 4.492
C 4.226 0.108 1.599
C -1.474 1.707 -3.106
C -0.978 -3.912 -2.968
C -3.985 1.621 0.238
C 2.110 -2.513 3.924
C -0.369 -4.826 -0.846
C 1.635 4.488 1.235
H 2.371 1.988 -4.523
H 2.607 0.567 4.747
H 1.691 -4.991 3.617
H 0.242 -1.106 -1.648
H 4.243 -0.846 1.113
H -1.575 3.841 3.352
H 1.139 -0.445 4.976
H 1.445 -3.448 -4.806
H 0.638 1.810 -5.172
H -0.634 -0.010 0.400
H -4.727 -2.026 -2.570
H -2.993 1.943 -0.034
H -4.127 0.660 -0.248
H -1.960 5.041 2.079
H -2.142 0.241 5.571
H 2.541 -2.613 -3.623
H -0.797 -3.952 -0.346
H -4.944 -0.200 -2.578
H -2.463 1.488 4.298
H -3.177 4.690 3.363
H 2.975 3.747 2.309
H -2.415 -3.200 -5.165
H 1.374 5.390 0.679
H 4.778 0.256 2.540
H 0.937 -4.196 2.139
H 0.566 -4.994 -0.331
H -1.492 2.080 -2.135
H -5.416 -2.039 4.872
H -0.903 -3.203 -6.049
H 6.763 4.404 0.754
H -1.475 0.028 3.860
H 0.680 3.345 -0.304
H 1.989 0.223 -1.877
H 0.775 -0.666 1.366
H 5.084 4.690 1.051
H -6.094 -0.522 4.177
H 0.731 4.215 1.854
H -0.489 1.190 -3.232
H 3.225 0.471 1.757
H 1.446 -1.910 -0.716
H 1.955 2.460 -6.259
H 5.715 4.919 -0.672
H -1.317 -2.086 1.247
H -4.724 2.245 -0.311
H 2.568 -5.137 2.081
H 1.534 1.411 0.308
H -1.091 -5.627 -0.824
H 2.561 -0.775 5.850
H -1.682 2.332 -3.939
H 3.220 -3.278 -5.083
H -3.547 -0.802 -1.930
H 2.474 3.445 -0.545
H -1.042 -2.065 -4.742
H -6.497 -2.031 3.400
*
```

Results of the Löwdin charge analysis, in e, for atoms 1 through 4:
1. O 0.043
2. O -0.027
3. O 0.031
4. O -0.016

***

Record 3
A cluster of 2 separate species, C13H28ClN2O5 in total at a distorted geometry, computed with ωB97M-V with the def2-TZVPD basis set.

Results
HOMO in eV: -12.463
Kohn-Sham gap in hartree: 0.368
Calculated total energy in hartree: -1457.76930

ORCA input file:
```
! RIJCOSX wB97M-V def2-TZVPD def2/J DEFGRID3
* xyz 1 1
Cl -6.516 2.563 -2.492
O 4.542 1.503 4.045
O -2.725 -2.654 -3.660
O 2.719 -1.387 0.129
O -3.736 -0.607 -3.683
O -1.499 -0.781 -3.824
N -0.331 1.511 -1.435
N 3.663 0.085 2.041
C -1.177 0.693 -1.915
C -5.644 -0.004 -2.267
C 4.195 2.707 4.729
C -1.415 0.575 -3.401
C 3.815 0.373 4.480
C -4.908 -1.121 -3.034
C -1.935 -0.187 -0.976
C -2.678 -1.431 -3.689
C 1.683 -0.851 0.925
C 3.842 -0.639 3.334
C -5.142 1.401 -2.580
C 2.257 0.378 1.627
C 2.499 -2.747 -0.247
H 2.324 -3.366 0.637
H 2.314 1.213 0.930
H 4.817 -1.118 3.280
H 4.703 3.523 4.225
H -5.500 -0.180 -1.211
H 1.684 0.672 2.501
H 4.282 -0.062 5.365
H -4.749 1.506 -3.575
H 3.076 -1.404 3.424
H -0.538 0.983 -3.883
H 3.116 2.880 4.685
H 4.523 2.670 5.769
H 4.199 0.954 2.141
H 1.340 -1.593 1.655
H 2.784 0.654 4.723
H -4.670 -1.929 -2.361
H -5.564 -1.497 -3.805
H 0.841 -0.550 0.297
H -2.989 -0.191 -1.219
H -2.258 1.175 -3.717
H 3.399 -3.092 -0.746
H -1.779 0.149 0.034
H 4.069 -0.454 1.268
H -6.696 -0.061 -2.490
H 1.653 -2.825 -0.931
H -4.435 1.742 -1.844
H 0.119 2.033 -2.185
H -1.576 -1.208 -1.072
*
```

Results of the natural (NBO) charge analysis, in e, for atoms 1 through 4:
1. Cl -0.069
2. O -0.566
3. O -0.594
4. O -0.568

***

Record 4
A structure of composition C6H9O2 at a distorted geometry, computed with ωB97M-V with the def2-TZVPD basis set.

Results
HOMO in eV: -3.912
Kohn-Sham gap in hartree: 0.267
Calculated total energy in hartree: -384.40185

ORCA input file:
```
! RIJCOSX wB97M-V def2-TZVPD def2/J DEFGRID3
* xyz -1 1
O 2.957 -0.378 0.170
O 5.108 -0.833 -0.324
C -2.685 -0.221 0.324
C -0.479 0.593 -0.335
C -1.565 0.619 0.573
C -2.976 -1.177 -0.593
C 4.064 -0.947 0.340
C 0.580 1.577 -0.223
H -1.584 1.228 1.462
H 1.316 1.788 -0.989
H 0.833 2.152 0.657
H -3.842 -1.821 -0.576
H 4.053 -1.634 1.226
H -0.711 0.253 -1.334
H 0.716 0.319 -0.012
H -3.544 -0.107 0.995
H -2.244 -1.412 -1.362
*
```

Results of the natural (NBO) charge analysis, in e, for atoms 1 through 4:
1. O -0.837
2. O -0.771
3. C -0.171
4. C -0.261

***

Record 5
A structure of composition C11H18InN13S, computed with ωB97M-V with the def2-TZVPD basis set.

Results
HOMO in eV: -8.305
Kohn-Sham gap in hartree: 0.310
Calculated total energy in hartree: -1730.16654

ORCA input file:
```
! RIJCOSX wB97M-V def2-TZVPD def2/J DEFGRID3
* xyz 0 1
In -0.056 0.269 -0.041
S 0.274 2.679 0.703
N 0.304 -0.522 2.130
N 2.217 1.111 -0.040
N 1.262 -3.428 -1.693
N -1.032 1.513 -2.728
N 0.727 -1.493 -2.981
N -0.348 0.505 -2.130
N 1.381 -3.658 -0.381
N -2.194 -1.577 -0.529
N -1.051 1.285 -3.989
N -2.210 0.635 1.252
N -0.389 0.153 -4.288
N 1.125 -2.591 0.291
N 0.854 -1.589 -0.579
C 0.028 -0.315 -3.127
C 4.476 1.709 -0.478
C 3.457 0.783 -0.407
C -0.938 -0.787 2.853
C 0.938 -2.144 -1.792
C 2.903 3.384 0.215
C 1.924 2.385 0.270
C 4.183 3.035 -0.162
C -1.910 0.381 2.664
C -3.458 0.050 0.748
C -3.317 -1.426 0.385
H -2.257 1.636 1.108
H 4.955 3.791 -0.222
H -3.738 0.604 -0.151
H -2.825 0.182 3.233
H 0.915 0.099 2.648
H -3.120 -2.012 1.283
H -4.265 -1.777 -0.034
H 0.810 -1.386 1.912
H 0.869 -2.033 -3.818
H 5.470 1.408 -0.778
H -1.929 -2.551 -0.633
H 2.633 4.403 0.452
H -2.449 -1.239 -1.453
H -4.267 0.152 1.479
H -1.440 1.274 3.077
H -0.769 -0.927 3.923
H 3.617 -0.262 -0.647
H -1.362 -1.710 2.459
*
```

Results of the natural (NBO) charge analysis, in e, for atoms 1 through 4:
1. In 1.588
2. S -0.279
3. N -0.870
4. N -0.547

***

Record 6
A cluster of 2 separate species, C5H7ClO in total at a distorted geometry, computed with ωB97M-V with the def2-TZVPD basis set.

Results
HOMO in eV: -9.931
Kohn-Sham gap in hartree: 0.384
Calculated total energy in hartree: -729.95518

ORCA input file:
```
! RIJCOSX wB97M-V def2-TZVPD def2/J DEFGRID3
* xyz 0 1
Cl -4.347 -0.585 0.403
O 3.333 0.470 0.967
C -0.394 -0.006 -0.309
C 2.570 -0.523 1.141
C -2.998 0.472 -0.269
C 3.444 -0.529 -0.079
C -1.547 0.148 0.325
H -3.241 1.508 -0.196
H -0.313 -0.115 -1.409
H -1.538 0.283 1.339
H 0.572 0.090 0.285
H 4.378 -1.030 0.242
H -2.988 0.204 -1.299
H 3.070 -0.387 -1.142
*
```

Results of the natural (NBO) charge analysis, in e, for atoms 1 through 4:
1. Cl -0.093
2. O -0.415
3. C -0.385
4. C 0.309

***

Repeat the sixth record exactly.
A cluster of 2 separate species, C5H7ClO in total at a distorted geometry, computed with ωB97M-V with the def2-TZVPD basis set.

Results
HOMO in eV: -9.931
Kohn-Sham gap in hartree: 0.384
Calculated total energy in hartree: -729.95518

ORCA input file:
```
! RIJCOSX wB97M-V def2-TZVPD def2/J DEFGRID3
* xyz 0 1
Cl -4.347 -0.585 0.403
O 3.333 0.470 0.967
C -0.394 -0.006 -0.309
C 2.570 -0.523 1.141
C -2.998 0.472 -0.269
C 3.444 -0.529 -0.079
C -1.547 0.148 0.325
H -3.241 1.508 -0.196
H -0.313 -0.115 -1.409
H -1.538 0.283 1.339
H 0.572 0.090 0.285
H 4.378 -1.030 0.242
H -2.988 0.204 -1.299
H 3.070 -0.387 -1.142
*
```

Results of the natural (NBO) charge analysis, in e, for atoms 1 through 4:
1. Cl -0.093
2. O -0.415
3. C -0.385
4. C 0.309